(1)
{
  "formula": "C18H27N3O3",
  "method": "ωB97M-V/def2-TZVPD",
  "total_charge": 0,
  "homo_lumo_gap_ev": 8.32,
  "e_above_lowest_ev": 3.6686,
  "smiles": "CCOc1ccc(/C=N/NC(=O)CN2CCCCC2)cc1OCC",
  "elements": ["C", "C", "O", "C", "C", "C", "C", "C", "N", "N", "C", "O", "C", "N", "C", "C", "C", "C", "C", "C", "C", "O", "C", "C", "H", "H", "H", "H", "H", "H", "H", "H", "H", "H", "H", "H", "H", "H", "H", "H", "H", "H", "H", "H", "H", "H", "H", "H", "H", "H", "H"],
  "xyz": [[-5.2295, 0.1264, -4.0508], [-5.6519, -1.2503, -3.5501], [-5.6473, -1.3355, -2.1352], [-4.5050, -1.2006, -1.4102], [-4.7138, -0.8003, -0.0909], [-3.6754, -0.6454, 0.8005], [-2.3704, -0.8848, 0.3798], [-1.2530, -0.7157, 1.2772], [-0.0583, -0.9049, 0.8849], [0.9600, -0.7422, 1.7442], [2.2613, -0.9197, 1.3473], [2.5703, -1.2269, 0.2253], [3.2659, -0.6951, 2.4746], [3.9485, 0.5740, 2.3117], [3.0517, 1.7091, 2.4225], [3.7876, 2.9982, 2.0712], [4.9850, 3.1894, 2.9941], [5.8731, 1.9544, 2.9028], [5.0639, 0.7043, 3.2307], [-2.1480, -1.2990, -0.9354], [-3.1838, -1.4749, -1.8350], [-3.0049, -1.9299, -3.1137], [-1.6968, -2.0930, -3.6299], [-1.0226, -0.7696, -3.9769], [-5.8407, 0.8977, -3.5873], [-4.1873, 0.3153, -3.8075], [-5.3532, 0.1766, -5.1291], [-6.6963, -1.4422, -3.8136], [-5.0238, -2.0276, -3.9925], [-5.7332, -0.6138, 0.2089], [-3.8744, -0.3297, 1.8137], [-1.4809, -0.4150, 2.3099], [0.7533, -0.4697, 2.7091], [2.7674, -0.7788, 3.4613], [4.0150, -1.4872, 2.3964], [2.2251, 1.5666, 1.7222], [2.6323, 1.7908, 3.4460], [3.0995, 3.8418, 2.1503], [4.1329, 2.9284, 1.0391], [5.5441, 4.0827, 2.7112], [4.6397, 3.3189, 4.0233], [6.7162, 2.0322, 3.5913], [6.2609, 1.8615, 1.8878], [5.6971, -0.1804, 3.1277], [4.7146, 0.7551, 4.2806], [-1.1246, -1.4917, -1.2087], [-1.0779, -2.6769, -2.9396], [-1.8476, -2.6822, -4.5394], [-0.0489, -0.9650, -4.4168], [-1.6288, -0.2188, -4.6928], [-0.8871, -0.1564, -3.0898]],
  "mulliken_charge": [-0.9620, -0.2896, -0.5234, 0.3342, -0.4546, -1.0233, -0.0924, -0.3030, -0.3373, -0.0003, 0.1074, -0.5877, -0.7143, 0.0459, -0.4233, -0.8512, -0.7111, -0.7191, -0.6821, -0.5136, 0.8767, -0.4217, -0.5552, -1.0850, 0.3092, 0.2007, 0.3604, 0.3884, 0.2129, 0.4579, 0.3428, 0.3003, 0.3793, 0.3138, 0.4397, 0.4236, 0.2863, 0.3649, 0.3306, 0.3047, 0.3292, 0.3673, 0.3257, 0.3963, 0.3510, 0.8843, 0.3973, 0.3708, 0.4067, 0.2960, 0.3462]
}



(2)
{
  "formula": "C18H27N3O5",
  "method": "ωB97M-V/def2-TZVPD",
  "total_charge": 0,
  "homo_lumo_gap_ev": 9.11,
  "e_above_lowest_ev": 0.4638,
  "smiles": "CCOC(=O)c1[nH]c(C)c(C(=O)NC2CCN(C(=O)OCC)CC2)c1C",
  "elements": ["C", "C", "O", "C", "O", "C", "N", "C", "C", "C", "C", "O", "N", "C", "C", "C", "N", "C", "O", "O", "C", "C", "C", "C", "C", "C", "H", "H", "H", "H", "H", "H", "H", "H", "H", "H", "H", "H", "H", "H", "H", "H", "H", "H", "H", "H", "H", "H", "H", "H", "H", "H", "H"],
  "xyz": [[-4.4232, -4.4516, -0.2273], [-5.2118, -3.2030, 0.1196], [-4.3396, -2.0778, 0.0151], [-4.8938, -0.8825, 0.2696], [-6.0600, -0.7401, 0.5788], [-3.9740, 0.2337, 0.1484], [-4.4590, 1.4911, 0.4135], [-3.4971, 2.4110, 0.2353], [-3.7278, 3.8596, 0.4517], [-2.3321, 1.7408, -0.1321], [-1.0542, 2.4232, -0.4174], [-0.9858, 3.5526, -0.8702], [0.0501, 1.6937, -0.1209], [1.3914, 2.1920, -0.3216], [2.1872, 2.1983, 0.9891], [2.5365, 0.7779, 1.4363], [3.2182, 0.0643, 0.3789], [4.5303, -0.2362, 0.5153], [5.1606, -0.0608, 1.5323], [5.0503, -0.7785, -0.6118], [6.4055, -1.2120, -0.5200], [6.5146, -2.5874, 0.1224], [2.4806, -0.0276, -0.8601], [2.1383, 1.3696, -1.3814], [-2.6360, 0.3575, -0.1994], [-1.7405, -0.7555, -0.6254], [-4.0419, -4.3846, -1.2428], [-5.0661, -5.3230, -0.1467], [-3.5833, -4.5645, 0.4529], [-6.0577, -3.0612, -0.5627], [-5.6064, -3.2508, 1.1410], [-5.4169, 1.6532, 0.6852], [-4.6416, 4.1775, -0.0475], [-3.8264, 4.0791, 1.5153], [-2.8874, 4.4177, 0.0494], [-0.0603, 0.8038, 0.3324], [1.2633, 3.2189, -0.6830], [3.1112, 2.7568, 0.8345], [1.6116, 2.6979, 1.7693], [1.6303, 0.2233, 1.7072], [3.2019, 0.8014, 2.3007], [6.7636, -1.2286, -1.5517], [6.9749, -0.4797, 0.0615], [6.1655, -2.5403, 1.1509], [7.5513, -2.9114, 0.1162], [5.9119, -3.3088, -0.4247], [1.5627, -0.5979, -0.6734], [3.0816, -0.5693, -1.5888], [3.0619, 1.8891, -1.6400], [1.5271, 1.2885, -2.2810], [-1.0241, -0.4084, -1.3674], [-2.3350, -1.5581, -1.0524], [-1.2004, -1.1727, 0.2268]],
  "mulliken_charge": [-1.2323, -0.2399, -0.2171, 0.1959, -0.6791, -0.2460, 0.0583, -0.2660, -1.5271, 0.6284, 0.5737, -0.7316, 0.0616, -0.5609, -0.8247, -1.0005, 0.1203, 0.7783, -0.6552, -0.3889, -0.2927, -1.1155, -0.6044, -0.8512, 1.1735, -1.4522, 0.3036, 0.4123, 0.2974, 0.3301, 0.3099, 0.2342, 0.3772, 0.2969, 0.3550, 0.1843, 0.4950, 0.4008, 0.4118, 0.3196, 0.4560, 0.3232, 0.3284, 0.3104, 0.3836, 0.2900, 0.2189, 0.3982, 0.3872, 0.4242, 0.3887, 0.4049, 0.2534]
}



(3)
{
  "formula": "C18H27O2V",
  "method": "ωB97M-V/def2-TZVPD",
  "total_charge": -2,
  "multiplicity": 3,
  "homo_lumo_gap_ev": [2.10, 2.31],
  "s2": 2.0193,
  "elements": ["V", "C", "C", "C", "H", "C", "C", "H", "H", "H", "H", "C", "C", "C", "H", "C", "C", "H", "H", "H", "H", "O", "C", "C", "C", "C", "C", "H", "H", "H", "H", "H", "H", "H", "H", "H", "H", "C", "C", "C", "O", "H", "H", "H", "H", "H", "H", "H"],
  "xyz": [[0.4606, -0.3576, 0.6287], [1.1332, -1.9210, 2.2907], [-0.2906, -1.9558, 2.3341], [-0.7671, -2.3861, 1.0575], [-0.8988, -1.8154, 3.2243], [0.3704, -2.6833, 0.2357], [1.5438, -2.3959, 0.9971], [2.5612, -2.6284, 0.6868], [1.7787, -1.6900, 3.1394], [-1.8077, -2.5550, 0.7915], [0.3487, -3.1443, -0.7496], [1.9452, 1.3307, 1.4691], [2.7032, 0.1742, 1.1350], [2.5861, -0.0458, -0.2810], [3.3548, -0.3629, 1.8217], [1.7973, 1.0138, -0.8188], [1.3646, 1.8405, 0.2629], [0.7733, 2.7488, 0.1636], [1.9132, 1.8075, 2.4472], [3.0925, -0.8077, -0.8725], [1.6429, 1.2163, -1.8767], [-0.3432, -0.4771, -1.0640], [-0.3579, -0.1266, -3.7290], [-1.6111, 0.0688, -2.9958], [0.1643, -1.4750, -3.9446], [0.2954, 1.0224, -4.3777], [-1.3085, 0.4361, -1.5347], [-2.2089, -0.8540, -3.0006], [-2.2036, 0.8808, -3.4315], [-0.9088, 1.4676, -1.4805], [-2.2119, 0.3916, -0.9019], [-0.2984, -1.9869, -4.8096], [-0.0144, -2.0989, -3.0557], [1.2470, -1.4418, -4.1387], [-0.0945, 1.2441, -5.3892], [1.3717, 0.8273, -4.5021], [0.1759, 1.9415, -3.7844], [-0.9792, 2.4877, 3.1888], [-1.1205, 0.9972, 2.9494], [-2.5286, 0.4865, 3.1776], [-0.7196, 0.6645, 1.6161], [-1.7570, 3.0315, 2.6396], [0.0000, 2.8509, 2.8680], [-1.0952, 2.6992, 4.2569], [-0.4465, 0.4843, 3.6595], [-3.2408, 1.1256, 2.6429], [-2.6391, -0.5368, 2.8101], [-2.7719, 0.5070, 4.2443]],
  "mulliken_spin": [1.9631, 0.0542, -0.0278, -0.0326, 0.0020, 0.0074, 0.0470, -0.0101, 0.0025, 0.0101, -0.0078, -0.0412, 0.0733, 0.0126, -0.0115, -0.0080, -0.0172, -0.0006, -0.0007, -0.0056, 0.0015, -0.1611, -0.1206, 0.1522, 0.0404, 0.0812, 0.0127, 0.0131, 0.0099, -0.0195, 0.0172, -0.0153, 0.0015, 0.0030, -0.0459, 0.0067, -0.0001, 0.0013, 0.0118, 0.0049, 0.0034, -0.0002, -0.0001, -0.0027, -0.0107, 0.0048, 0.0089, -0.0076]
}



(4)
{
  "formula": "C18H28AlNO6S",
  "method": "ωB97M-V/def2-TZVPD",
  "total_charge": -2,
  "homo_lumo_gap_ev": 4.60,
  "e_above_lowest_ev": 1.1090,
  "elements": ["Al", "O", "C", "O", "C", "C", "C", "C", "C", "N", "C", "O", "O", "H", "H", "H", "C", "C", "C", "C", "O", "H", "H", "H", "H", "H", "H", "H", "H", "H", "C", "S", "C", "O", "H", "H", "H", "H", "H", "H", "C", "C", "C", "C", "C", "H", "H", "H", "H", "H", "H", "H", "H", "H", "H"],
  "xyz": [[-0.1383, 0.1499, -0.0950], [2.1825, -0.2761, -3.2255], [1.7588, -0.1902, -2.0773], [0.5486, 0.2760, -1.7899], [2.5026, -0.6164, -0.8686], [3.8529, -0.7547, -0.7354], [4.4598, -0.6500, 0.5468], [3.6940, -0.0309, 1.5620], [2.3450, 0.1395, 1.3928], [1.7332, -0.5822, 0.3255], [1.4705, 1.1935, 1.9309], [1.6726, 1.8682, 2.9362], [0.3550, 1.3557, 1.1988], [4.4638, -0.8048, -1.6323], [5.5322, -0.7554, 0.6554], [4.1836, 0.4324, 2.4147], [-2.6617, 0.9220, -2.4873], [-2.9722, 0.5100, -1.0432], [-3.5502, -0.9104, -1.0323], [-3.9879, 1.4835, -0.4399], [-1.8226, 0.5414, -0.2822], [-3.5472, 0.8519, -3.1279], [-1.8700, 0.2858, -2.8863], [-2.2895, 1.9492, -2.5039], [-4.4621, -0.9818, -1.6347], [-3.7759, -1.2057, -0.0051], [-2.8077, -1.6074, -1.4270], [-4.8939, 1.5510, -1.0507], [-3.5352, 2.4745, -0.3640], [-4.2605, 1.1587, 0.5672], [-0.2355, 4.2578, -0.1930], [0.4138, 4.3120, 1.4784], [-1.0829, 3.7443, 2.2768], [0.4948, 5.7873, 1.8141], [-1.1871, 4.7926, -0.2210], [-0.3512, 3.2190, -0.4990], [0.4982, 4.7572, -0.8235], [-1.8093, 4.5528, 2.1739], [-0.8327, 3.5627, 3.3205], [-1.4046, 2.8117, 1.8189], [0.6581, -3.2446, -1.2645], [0.7596, -3.0122, 0.2484], [2.0854, -3.5841, 0.7625], [-0.4015, -3.7588, 0.9114], [0.5989, -1.5445, 0.6415], [0.6379, -4.3197, -1.4866], [1.4993, -2.8022, -1.7972], [-0.2570, -2.7903, -1.6551], [2.1678, -4.6550, 0.5329], [2.1582, -3.4555, 1.8468], [2.9326, -3.0627, 0.3154], [-0.3700, -4.8261, 0.6620], [-1.3580, -3.3492, 0.5757], [-0.3570, -3.6580, 2.0001], [0.5622, -1.5117, 1.7388]],
  "mulliken_charge": [-1.4469, -0.8395, 0.2564, -0.1285, -0.0596, -0.7770, -0.6905, -0.6301, -0.4925, 1.5379, 0.6802, -0.8092, 0.2835, 0.3932, 0.2874, 0.4207, -1.5931, 1.7871, -1.4870, -1.6812, 0.3799, 0.4405, 0.3015, 0.3215, 0.3994, 0.3369, 0.1979, 0.3783, 0.2906, 0.3740, -0.4945, 0.5487, -0.6498, -0.8030, 0.2918, -0.0960, 0.3605, 0.4027, 0.2714, 0.0051, -1.4532, 2.7586, -1.6427, -2.0054, -1.4618, 0.5532, 0.2096, 0.0623, 0.4438, 0.3168, 0.2174, 0.4693, 0.2612, 0.3776, 0.6245]
}